(P)
C4H4O4 in the gas phase. Source: the Open Molecules 2025 dataset; level of theory: ωB97M-V/def2-TZVPD.

Atoms and positions in Å:
C -0.326 -0.270 0.195
H 1.721 1.632 -1.413
C 0.593 -1.069 -0.304
H -0.062 -2.636 0.492
O 0.720 -2.412 -0.269
C 1.123 0.969 -0.867
C -0.045 1.061 -0.155
H -1.360 -0.254 1.769
H -1.633 1.857 0.521
O -1.492 -0.715 0.809
O -0.764 2.148 0.162
O 1.524 -0.311 -0.939

Summary:
Frontier orbital gap, Eh: 0.2956
Charge: 0
Lowest unoccupied orbital energy, eV: 0.08
Structure (SMILES): Oc1coc(O)c1O

---

(Q)
C4H4O4 in the gas phase. Source: the Open Molecules 2025 dataset; level of theory: ωB97M-V/def2-TZVPD.

Atoms and positions in Å:
C 1.218 0.231 -0.146
H 0.446 -0.215 1.796
H -2.087 -1.406 -1.351
H 2.656 -1.046 -0.422
O -0.713 -1.173 0.184
O -1.063 0.937 0.812
O 1.750 1.293 -0.540
C -1.785 0.624 -0.423
C -0.049 -0.020 0.755
C -1.518 -0.677 -0.719
H -2.497 1.357 -0.953
O 1.812 -1.012 0.059

Summary:
Frontier orbital gap, Eh: 0.3407
Charge: 0
Lowest unoccupied orbital energy, eV: 0.54
Structure (SMILES): O=C(O)C1OC=CO1

---

Stability ranking, top entry: (P); the second entry is 1.7 kcal/mol less favorable.

---

(P)
13 unconnected molecules or ions with the total composition C52H143N13O13. Source: the Open Molecules 2025 dataset; level of theory: ωB97M-V/def2-TZVPD.

Atoms and positions in Å:
H 8.978 -29.694 0.011
H 9.994 -36.024 -8.213
H 20.437 -30.024 -11.900
H 18.947 -31.993 -5.591
H 12.996 -28.819 -6.032
C 18.421 -29.703 -12.545
H 15.841 -26.693 -11.116
C 9.446 -24.587 -3.123
H 6.298 -26.974 -0.667
H 9.616 -24.877 -8.388
H 7.646 -30.923 -4.877
N 8.270 -26.593 0.798
C 9.193 -30.959 -11.887
H 4.695 -31.236 -5.477
H 9.123 -24.653 -2.084
H 9.039 -34.557 -8.293
H 19.532 -24.011 -0.935
C 13.259 -35.299 -12.338
H 10.936 -30.439 -7.085
C 8.051 -31.623 -9.923
H 10.991 -28.322 -10.242
C 11.272 -25.153 -5.579
H 12.116 -26.718 -9.139
H 19.351 -28.362 -10.309
H 7.457 -24.415 -7.168
H 17.974 -24.475 -2.797
C 11.440 -24.134 -4.320
N 20.506 -28.513 -13.457
C 10.774 -34.606 -9.649
H 8.834 -29.294 -6.986
H 6.205 -25.305 -8.049
H 11.393 -23.081 -4.599
O 9.940 -28.096 -1.064
C 9.902 -35.260 -10.778
C 9.248 -28.640 0.069
C 6.469 -29.561 -6.155
H 21.008 -27.881 -10.959
H 11.586 -31.372 -8.195
H 6.015 -33.037 -11.284
C 19.949 -28.043 -11.163
H 9.584 -37.320 -12.577
H 6.599 -33.430 -7.589
H 11.387 -33.044 -10.611
H 9.180 -25.498 -3.658
H 20.713 -29.310 -14.040
H 16.528 -26.395 -6.332
O 12.837 -32.904 -12.278
C 19.903 -29.137 -12.241
H 12.926 -31.904 -6.435
H 22.045 -32.133 -9.175
H 14.153 -31.738 -8.586
H 8.905 -34.833 -10.671
H 16.294 -31.121 0.245
C 5.727 -32.710 -10.285
H 14.640 -33.708 -12.782
H 23.258 -30.936 -8.914
N 10.805 -33.160 -9.794
H 15.886 -31.002 -5.108
H 12.005 -23.654 -6.693
H 14.466 -29.980 -8.089
H 12.408 -35.532 -11.699
C 19.606 -32.120 -7.524
H 20.181 -32.813 -8.140
H 14.104 -33.746 -11.009
H 17.714 -27.085 -5.339
C 16.889 -33.856 -3.701
H 18.493 -30.483 -13.303
N 19.766 -23.754 -1.883
H 19.538 -27.117 -11.564
C 9.100 -37.341 -11.600
N 8.834 -30.077 -6.348
O 21.503 -30.507 -7.975
H 6.974 -26.021 -6.713
H 11.869 -25.960 -10.534
H 14.979 -28.050 -4.966
O 18.295 -26.971 -3.265
C 7.184 -25.388 -7.575
O 10.853 -24.292 -3.095
H 14.877 -36.294 -11.348
C 17.408 -26.625 -8.672
C 13.184 -29.842 -5.707
H 7.363 -28.402 1.235
O 5.318 -29.270 -5.368
H 10.067 -28.595 0.787
H 20.536 -32.012 -5.582
C 15.767 -25.996 -10.280
H 17.043 -32.622 0.606
H 18.971 -23.142 -4.474
H 8.887 -38.386 -11.377
H 17.607 -31.132 -2.594
H 6.712 -28.724 -6.811
H 10.254 -34.899 -11.745
H 11.807 -34.951 -9.691
H 5.284 -31.788 -10.661
H 8.892 -23.799 -3.634
H 7.435 -29.017 -3.518
H 8.204 -36.725 -11.525
O 16.628 -32.579 -1.324
H 7.583 -30.641 -9.851
H 15.091 -32.723 -3.558
H 6.503 -28.739 -1.037
H 15.080 -31.276 -7.253
H 8.877 -31.810 -9.237
H 18.899 -24.743 -5.093
H 6.177 -30.401 -6.785
H 16.493 -25.250 -10.602
C 16.158 -32.511 -3.629
C 18.556 -28.353 -2.986
H 10.539 -34.514 -7.445
C 6.986 -32.657 -9.427
H 13.741 -31.297 -13.122
O 8.534 -31.974 -11.235
H 9.137 -29.261 -3.828
H 7.518 -27.583 -1.825
H 19.938 -30.712 -9.140
C 6.998 -27.779 -0.888
H 19.428 -26.369 -1.682
H 18.840 -27.756 -7.348
H 9.217 -28.436 -9.770
H 12.489 -24.317 -4.086
H 17.803 -27.290 -9.439
H 17.958 -33.642 -3.686
H 9.816 -26.000 -10.519
H 17.928 -25.669 -8.749
C 4.662 -30.390 -4.790
H 14.750 -25.605 -10.234
C 19.352 -24.148 -4.300
H 11.459 -26.818 -4.102
C 9.364 -25.935 -8.462
H 10.513 -28.292 -8.529
H 20.424 -24.223 -4.488
C 11.750 -26.537 -5.115
O 17.968 -30.255 -11.317
H 21.392 -28.053 -13.304
H 15.502 -28.916 -3.581
H 10.957 -29.734 -1.844
H 8.291 -27.934 -4.653
C 16.599 -30.473 -11.262
H 17.527 -31.523 -7.127
H 19.445 -22.816 -2.078
H 3.638 -30.230 -4.452
C 14.351 -36.411 -12.296
C 18.066 -32.224 -7.765
H 11.883 -36.025 -13.767
H 12.839 -26.548 -5.062
C 14.621 -28.736 -4.198
H 8.726 -26.274 -0.045
H 16.719 -34.393 -4.634
H 7.504 -25.937 0.862
H 19.555 -28.684 -2.704
H 17.635 -33.225 -7.734
H 15.819 -31.000 -2.396
H 12.345 -30.881 -12.040
H 5.009 -33.466 -9.969
C 16.981 -31.859 -0.169
C 17.797 -27.439 -7.389
H 9.317 -31.396 -12.878
N 12.089 -24.660 -6.667
H 12.414 -34.453 -13.924
N 11.545 -26.011 -9.579
H 16.045 -29.572 -10.995
H 15.975 -28.771 -7.277
C 7.756 -29.951 -5.358
H 11.723 -28.836 -0.562
O 14.448 -29.916 -5.034
N 11.771 -30.548 -7.643
H 11.701 -25.059 -7.510
C 10.059 -34.941 -8.325
H 9.493 -26.384 -7.478
H 15.028 -36.364 -13.149
H 10.258 -25.238 -5.968
C 8.199 -28.959 -4.293
C 10.205 -28.036 -9.543
H 16.627 -34.480 -2.847
C 17.063 -28.837 -7.242
H 12.415 -30.044 -4.961
H 5.190 -30.845 -3.952
H 11.446 -27.418 -5.680
N 16.403 -31.840 -4.883
C 20.109 -30.730 -8.064
H 7.444 -33.642 -9.516
C 13.222 -31.510 -12.188
H 17.730 -28.985 -12.985
H 8.525 -30.101 -11.954
H 18.236 -28.781 -3.936
H 22.139 -30.538 -10.009
H 13.894 -31.176 -11.397
H 13.932 -37.417 -12.286
H 17.876 -31.944 -8.802
N 17.501 -26.640 -6.220
H 11.647 -28.082 -2.167
H 17.349 -29.458 -8.091
C 12.991 -30.887 -6.821
N 6.544 -32.526 -8.036
H 16.184 -31.043 -12.093
H 17.995 -31.474 -0.278
C 13.849 -33.901 -12.057
H 17.863 -28.504 -2.157
H 13.833 -28.426 -3.512
C 19.330 -26.130 -2.741
O 16.051 -26.452 -8.994
O 7.950 -26.021 -8.603
H 19.612 -29.919 -7.531
C 14.178 -30.990 -7.794
C 10.139 -26.470 -9.589
H 16.452 -31.125 -10.401
H 10.169 -30.862 -11.411
H 8.539 -30.748 -7.043
H 17.240 -29.432 -6.346
N 19.740 -32.387 -6.077
O 9.868 -36.665 -10.647
H 20.319 -26.430 -3.088
H 5.547 -32.367 -7.996
H 16.234 -32.525 -5.606
C 19.058 -24.592 -2.805
C 22.184 -31.059 -9.052
C 11.120 -28.726 -1.463
C 16.667 -31.677 -2.504
H 9.950 -32.879 -10.252
N 12.672 -35.400 -13.689
C 7.870 -27.930 0.394

Summary:
Frontier orbital gap, Eh: 0.3269
Charge: 0
Lowest unoccupied orbital energy, eV: 0.43

---

(Q)
A molecular structure, C52H143N13O13. Source: the Open Molecules 2025 dataset; level of theory: ωB97M-V/def2-TZVPD.

Atoms and positions in Å:
H -0.873 0.201 10.125
H -4.277 1.229 -5.543
H -1.688 -1.766 1.272
C -0.263 -7.351 -0.234
H -2.837 3.359 -1.223
N 0.555 2.069 -5.141
C -3.676 -0.080 -1.309
H 0.003 4.974 7.076
H -0.211 4.619 -0.643
H 0.309 -5.619 4.080
H -1.197 0.989 0.080
H -5.129 -2.860 2.163
H 1.152 1.649 2.779
H 5.859 4.762 -0.296
H 1.466 5.318 -4.305
H -2.256 5.223 2.060
N 5.061 4.154 -0.184
H 1.185 -4.986 1.886
H -0.073 6.476 1.393
C 4.479 5.562 4.335
C -6.123 -2.591 1.796
O 2.213 2.947 -7.417
H 0.801 -3.247 -3.652
C -5.311 -1.467 -0.341
H 1.526 5.640 6.414
H 2.537 -2.325 -7.053
C 4.739 -4.407 -5.354
H 2.215 4.118 1.681
C 1.537 0.242 5.775
H -3.410 2.227 -6.835
H 0.713 2.942 5.714
H -0.389 -1.065 -0.873
H -5.193 0.796 5.949
C -2.833 4.452 -1.261
C 0.669 -4.668 4.490
C 4.778 4.717 2.171
H -1.331 -7.551 -0.148
N 4.095 -4.305 -7.749
H -0.281 1.972 8.833
H -6.024 -1.921 -1.042
H 0.289 4.802 2.827
H -0.068 -3.736 -2.196
H -2.442 4.791 -2.219
H -2.914 -0.548 -6.456
H 2.764 -7.273 0.400
C -0.216 -5.815 -0.412
C 1.156 4.292 -4.078
H 2.314 -0.285 -5.666
H 2.378 -4.405 -0.128
C -0.061 0.282 7.448
H -2.703 -1.625 4.802
C 2.175 3.991 -8.356
H 2.996 2.624 -5.547
H 0.814 -5.430 -0.490
H -4.918 4.275 2.611
H 3.925 -6.395 -2.685
H -2.549 1.247 6.947
H 0.101 -7.313 1.905
H -4.796 -0.330 3.961
O -2.799 -1.034 2.769
H 4.092 -5.421 -1.376
N -1.937 1.905 7.424
H 1.103 -0.720 5.476
H -6.836 -2.441 2.607
H 1.661 5.554 3.571
O -0.030 6.759 3.420
C -3.937 0.178 4.424
H -1.801 -3.828 -2.506
H -4.354 -0.481 6.388
H 5.067 -4.188 -7.984
H 0.149 1.927 -0.491
C -1.989 0.031 -6.307
C 1.573 -0.360 -1.571
H -0.116 8.140 1.989
H 1.446 7.174 1.952
H -1.068 -3.447 -0.858
H -4.261 5.864 3.170
H -0.251 -7.795 -2.158
C 0.633 -7.613 0.998
H 0.571 -0.274 8.152
H 1.677 -4.903 4.863
C -1.034 -4.048 -1.773
H 5.132 3.726 2.484
H -0.796 -0.713 2.477
H -0.457 2.035 -5.106
O 3.857 5.227 3.123
H 0.198 4.366 -3.562
C 0.465 5.449 6.213
H 4.462 -3.975 -4.390
C 0.454 -4.247 -3.924
C -2.118 5.040 -0.034
C -4.871 5.348 2.417
H 0.695 -2.876 1.041
H -3.485 -0.745 -2.162
H 4.133 -1.976 -6.639
H -3.443 2.707 -5.166
O 2.836 -2.178 -5.008
H 0.338 4.045 -5.952
C 1.027 3.458 -5.330
H 3.828 5.657 0.535
H 2.982 2.757 1.220
H -0.941 4.516 4.947
H -3.490 0.962 -1.561
H -1.702 0.383 -7.306
H 1.900 -7.216 -2.188
H 3.511 -3.811 -8.409
H -0.073 -0.165 -5.509
C -0.338 -1.837 -6.765
C 3.662 -4.030 -6.382
N 2.241 -1.743 1.942
C -3.785 1.546 3.763
H -1.094 -2.589 -6.993
C -0.891 -0.863 -5.716
C 1.465 -5.155 -1.963
N -0.691 0.415 -2.312
H -2.315 -0.145 9.057
H 2.725 -2.702 -0.478
C 0.096 -0.140 -1.197
H 2.941 4.270 -5.985
O -0.919 -5.444 -1.577
N -4.286 0.364 5.830
O 0.678 1.076 6.532
H -0.630 1.708 2.575
H -1.856 -0.182 4.390
H -0.349 0.256 -3.252
H 1.858 -1.591 2.867
C -1.533 -1.500 2.317
N -1.294 -1.486 -4.471
H 1.180 4.420 -8.561
H 5.635 5.399 2.125
H 2.131 -0.446 -0.638
H 2.047 -0.944 1.350
C 1.737 -2.984 1.384
H 1.523 -6.984 1.012
H -0.621 -5.254 0.446
H -2.040 -2.169 -4.567
H -7.626 -0.570 1.877
H 3.693 -0.390 -4.464
C 0.365 7.172 2.109
H 3.728 5.784 5.097
H 0.531 2.583 1.508
C -5.974 -1.269 1.017
H 2.864 4.800 -8.117
H 1.887 -5.864 0.498
H 2.373 -0.135 6.382
O -4.155 5.532 1.195
H 0.437 -4.355 -5.004
C -1.606 0.605 9.423
C 0.122 4.749 4.886
H 2.731 -4.571 -6.193
H 1.046 -7.410 0.053
O -4.998 -0.171 -0.843
H -3.948 1.432 2.690
H 0.173 6.509 6.180
C 2.698 -3.454 0.308
H 5.085 6.476 4.291
H -3.019 3.815 1.453
C 2.227 -6.404 -1.539
H 0.860 -8.677 0.959
H 1.271 -7.712 -1.508
H -4.481 -2.176 -0.288
C 1.589 -4.121 2.420
H -0.566 1.426 -2.283
H -2.851 -0.375 -0.645
N 3.680 -6.281 -1.711
C -2.925 4.894 1.247
H -4.520 2.242 4.169
H -2.188 1.319 10.005
N 0.833 3.441 4.836
C -0.902 1.293 8.245
H -0.296 4.755 0.886
C 1.925 -6.786 -0.100
H 5.390 3.216 0.005
H -3.894 4.713 -1.218
N -7.335 -0.706 0.910
H 2.603 -4.357 2.771
H 3.681 -3.631 0.742
C -3.409 1.831 -5.819
H -0.534 -4.443 -3.495
H -1.498 2.394 6.647
C 2.360 3.343 -6.074
C 2.731 -0.799 -4.794
H 5.086 4.721 4.689
H 1.950 4.002 -3.380
H 1.921 0.785 4.916
C 2.839 3.773 0.843
H 1.818 -4.236 -1.479
H -1.223 -2.377 2.895
H 5.707 -3.980 -5.618
H -0.733 -0.415 6.936
C 0.331 1.665 2.064
H 1.837 3.603 4.787
C 4.093 4.631 0.794
H 4.786 -5.479 -5.171
H -2.817 2.032 3.908
H -1.688 -0.784 -3.853
N -0.836 4.360 0.119
H -7.257 0.266 0.603
O -2.265 1.090 -5.408
O 1.354 -5.192 -3.367
H -5.846 5.825 2.454
O 0.769 -3.688 3.478
C -2.769 -0.751 4.141
H -5.298 -0.640 1.602
H 0.932 1.559 -5.928
N 0.327 -8.054 -1.360
C -0.121 0.933 -0.119
C 0.572 5.479 3.645
H -0.090 -1.354 -7.713
H 0.619 -2.196 -6.389
H -2.005 6.097 -0.309
H 0.423 -5.280 -1.614
H -6.524 -3.429 1.224
H 2.035 -0.572 -3.984
H 1.724 -1.289 -2.119
H 0.098 -4.264 5.321
H 2.097 3.829 0.047
O 0.533 0.619 1.105
C 3.276 -2.569 -6.269
H 1.853 0.524 -2.144
H 2.297 3.492 -9.322

Summary:
Frontier orbital gap, Eh: 0.2518
Charge: 0
Lowest unoccupied orbital energy, eV: 0.49

---

Stability ranking, top entry: (P); the second entry is 342.2 kcal/mol less favorable.

---

(P)
2 unconnected molecules or ions with the total composition C2H8BNO3. Source: the Open Molecules 2025 dataset; level of theory: ωB97M-V/def2-TZVPD.

Atoms and positions in Å:
C 0.440 3.037 -0.618
B -0.333 0.853 0.117
H -0.434 -3.473 2.321
H 1.167 3.751 -0.116
N -0.142 -2.518 1.930
H -0.531 3.595 -0.973
H 1.265 -1.680 -1.454
O 0.316 -0.013 -0.578
O -1.305 -2.112 1.127
H -0.447 -1.155 -2.139
H -1.149 -2.107 0.185
H 0.977 2.544 -1.366
O -0.097 2.088 0.407
H -0.201 -1.903 2.745
C 0.474 -0.907 -1.589

Summary:
Frontier orbital gap (spin up / spin down), Eh: 0.2505 / 0.3030
Charge: 0
Lowest unoccupied orbital energy (spin up / spin down), eV: 0.18 / 0.25

---

(Q)
C2H8BNO3 in the gas phase. Source: the Open Molecules 2025 dataset; level of theory: ωB97M-V/def2-TZVPD.

Atoms and positions in Å:
H 0.735 0.939 1.907
H -0.446 1.660 -2.618
C 0.069 -0.784 0.207
H -3.125 0.321 -1.204
H -0.828 -0.570 0.771
H 2.151 -1.320 0.543
O -2.314 -0.144 -0.783
H 2.013 1.102 0.837
B -1.147 0.485 -1.228
O -1.284 1.425 -2.252
H -0.117 -1.606 -0.442
C 1.316 -0.817 1.172
H 1.179 -1.430 2.089
O 0.160 0.196 -0.656
N 1.637 0.544 1.656

Summary:
Frontier orbital gap, Eh: 0.3579
Charge: 0
Lowest unoccupied orbital energy, eV: 0.34
Structure (SMILES): NCCOB(O)O

---

Stability ranking, top entry: (Q); the second entry is 178.3 kcal/mol less favorable.